Record 1
{"formula": "C4H8ClN", "method": "ωB97M-V/def2-TZVPD", "species": ["C", "C", "C", "C", "H", "H", "H", "H", "H", "H", "H", "H", "N", "Cl"], "positions_angstrom": [[-1.4729, 0.7949, -0.0796], [-0.2544, 0.2837, 0.5620], [0.3267, -1.2057, 0.2035], [1.5384, -0.4150, -0.3389], [-1.8628, 1.7674, 0.4667], [-1.2738, 1.1301, -1.1951], [-0.5245, 0.1433, 1.5750], [-0.2895, -1.5879, -0.5136], [0.6518, -1.8625, 1.0134], [2.5010, -0.7184, -0.0507], [1.2853, -0.4554, -1.3542], [1.1081, 1.5640, -0.4811], [1.1388, 0.8607, 0.2152], [-2.8724, -0.2990, -0.0226]], "forces_ev_per_angstrom": [[-0.90, 3.64, -2.22], [2.17, -2.65, 0.43], [1.50, 3.19, 1.74], [-1.74, -0.53, -0.04], [1.01, -1.85, -1.09], [-0.56, -0.87, 2.03], [0.38, 1.00, 1.63], [-1.21, -1.86, -1.82], [-0.96, 0.16, 0.14], [1.32, -0.55, 0.00], [1.04, 0.14, -2.09], [-0.20, 0.93, -0.57], [-2.03, -0.52, 1.88], [0.20, -0.25, -0.02]], "lowdin_charge": [-0.614, -0.369, -0.083, -0.228, 0.109, 0.115, 0.102, 0.046, 0.107, 0.091, 0.090, 0.072, 0.003, 0.558], "smiles": "ClC[C@H]1CCN1", "e_lumo_ev": 1.00, "homo_lumo_gap_ev": 10.1, "total_charge": 0, "e_tot_ev": -18288.085, "mol_weight_da": 105.568, "de_lowest_kcal_mol": 38.89}


Record 2
{"formula": "C44H38MoN4O5P2S2", "method": "ωB97M-V/def2-TZVPD", "species": ["Mo", "O", "C", "C", "C", "N", "C", "C", "C", "O", "O", "C", "O", "O", "H", "H", "H", "N", "C", "S", "N", "C", "C", "C", "C", "C", "C", "H", "H", "H", "H", "H", "H", "H", "H", "C", "P", "C", "C", "C", "C", "C", "C", "C", "C", "C", "C", "C", "C", "P", "C", "C", "C", "C", "C", "C", "C", "C", "C", "C", "C", "C", "H", "H", "H", "H", "H", "H", "H", "H", "H", "H", "H", "H", "H", "H", "H", "H", "H", "H", "H", "H", "H", "H", "S", "C", "N", "C", "C", "C", "C", "H", "H", "H", "H", "H"], "positions_angstrom": [[0.8030, -0.9148, -0.0263], [-0.9213, -0.1640, -5.9020], [-0.5710, -0.3775, -4.6369], [-0.7797, -1.5972, -3.9771], [-0.3890, -1.6842, -2.6663], [0.1642, -0.6573, -2.0322], [0.4069, 0.4898, -2.6607], [0.0583, 0.6857, -3.9685], [1.1652, 1.4406, -1.7694], [1.6615, 2.4645, -2.1376], [1.2762, 0.9342, -0.5342], [-0.4778, -2.9045, -1.7812], [-0.9331, -3.9536, -2.1074], [0.0032, -2.6006, -0.5561], [-1.3670, -0.9288, -6.2900], [-1.2353, -2.4534, -4.4591], [0.2592, 1.6228, -4.4689], [3.7375, -0.0625, -2.7308], [3.7323, -1.3451, -2.3727], [3.1040, -1.9061, -0.8717], [4.2558, -2.2346, -3.2119], [5.0099, -1.8894, -4.3908], [6.2698, -1.3207, -4.2634], [6.9832, -0.9995, -5.4081], [6.4409, -1.2562, -6.6615], [5.1827, -1.8296, -6.7764], [4.4569, -2.1450, -5.6357], [3.5162, 0.6534, -2.0599], [4.1500, 0.2191, -3.6090], [4.2024, -3.2010, -2.9223], [6.6855, -1.1399, -3.2799], [7.9678, -0.5608, -5.3228], [7.0044, -1.0132, -7.5519], [4.7639, -2.0316, -7.7525], [3.4744, -2.5936, -5.7083], [-1.3972, 1.6180, 1.1237], [-1.4269, -0.1610, 0.8366], [-2.6413, -0.5293, -0.4590], [-3.0494, 0.5093, -1.2995], [-3.8963, 0.2552, -2.3695], [-4.3399, -1.0353, -2.6196], [-3.9144, -2.0788, -1.8093], [-3.0596, -1.8308, -0.7457], [-1.8234, -0.9331, 2.4323], [-2.6593, -2.0411, 2.5547], [-2.8367, -2.6534, 3.7865], [-2.1760, -2.1747, 4.9073], [-1.3421, -1.0711, 4.7951], [-1.1633, -0.4551, 3.5673], [-3.0010, 2.5730, 1.3731], [-3.9877, 1.4268, 2.3920], [-3.8587, 1.2667, 3.7706], [-4.6929, 0.4013, 4.4589], [-5.6701, -0.3150, 3.7767], [-5.8188, -0.1567, 2.4071], [-4.9883, 0.7212, 1.7219], [-2.4299, 3.8204, 2.5894], [-3.4136, 4.4468, 3.3591], [-3.0871, 5.4596, 4.2447], [-1.7696, 5.8831, 4.3665], [-0.7888, 5.2924, 3.5881], [-1.1170, 4.2689, 2.7052], [-0.8915, 2.0825, 0.2719], [-0.7240, 1.7448, 1.9739], [-2.7379, 1.5278, -1.1159], [-4.2204, 1.0757, -2.9965], [-5.0132, -1.2278, -3.4447], [-4.2384, -3.0922, -2.0056], [-2.7153, -2.6700, -0.1588], [-3.2166, -2.4166, 1.7114], [-3.4983, -3.5054, 3.8649], [-2.3197, -2.6534, 5.8667], [-0.8365, -0.6779, 5.6671], [-0.5077, 0.4048, 3.5139], [-3.1051, 1.8279, 4.3109], [-4.5879, 0.2905, 5.5303], [-6.3278, -0.9817, 4.3190], [-6.5943, -0.6937, 1.8771], [-5.1323, 0.8746, 0.6588], [-4.4491, 4.1375, 3.2692], [-3.8638, 5.9242, 4.8374], [-1.5145, 6.6763, 5.0562], [0.2363, 5.6318, 3.6587], [-0.3269, 3.8530, 2.0916], [1.7356, -1.1043, 2.2146], [3.4356, -0.6848, 2.1114], [4.3047, -1.5682, 2.6401], [5.6367, -1.3687, 2.7224], [6.1709, -0.2027, 2.2493], [5.3067, 0.7459, 1.6985], [3.9478, 0.5115, 1.6283], [3.9201, -2.4396, 2.9898], [6.2106, -2.1617, 3.1784], [7.2347, -0.0335, 2.3191], [5.7049, 1.6818, 1.3285], [3.2648, 1.2388, 1.2115]], "forces_ev_per_angstrom": [[0.90, -0.22, 0.14], [-0.02, -0.02, 0.02], [-0.02, 0.01, -0.07], [-0.07, 0.06, -0.05], [0.04, -0.14, 0.06], [0.04, -0.05, -0.12], [0.03, 0.08, 0.10], [-0.04, 0.00, -0.05], [-0.03, -0.11, 0.15], [-0.01, 0.05, 0.03], [-0.05, 0.08, -0.35], [-0.03, 0.27, 0.42], [0.08, -0.09, -0.06], [-0.20, -0.08, -0.40], [0.01, 0.01, -0.01], [0.01, 0.01, -0.01], [0.00, -0.01, -0.01], [-0.04, 0.03, 0.11], [-0.04, 0.09, -0.19], [-0.04, -0.07, 0.11], [0.07, 0.05, 0.21], [-0.13, -0.07, -0.02], [0.00, 0.01, 0.00], [-0.01, -0.01, -0.04], [0.01, 0.00, 0.02], [-0.01, 0.00, 0.04], [0.03, 0.02, -0.07], [-0.04, -0.02, 0.02], [0.02, 0.00, 0.00], [-0.02, 0.00, -0.04], [0.01, -0.02, 0.00], [0.00, 0.00, 0.00], [0.00, 0.01, 0.00], [0.01, -0.01, 0.00], [0.00, -0.01, 0.00], [0.06, 0.27, -0.11], [-0.27, -0.09, 0.19], [0.03, 0.03, -0.04], [-0.01, -0.04, -0.06], [0.04, 0.04, 0.01], [0.00, -0.03, 0.00], [0.00, 0.04, -0.01], [-0.02, -0.03, 0.06], [0.09, -0.18, -0.08], [-0.12, 0.07, 0.00], [0.05, 0.04, 0.03], [-0.01, -0.01, -0.03], [-0.01, 0.01, -0.03], [0.07, -0.04, 0.04], [0.12, 0.04, 0.06], [-0.26, 0.05, -0.02], [0.07, -0.02, 0.05], [0.01, 0.01, -0.06], [-0.01, -0.01, -0.02], [0.06, 0.01, 0.03], [-0.02, -0.02, 0.05], [-0.09, 0.00, 0.05], [-0.06, 0.00, -0.01], [0.02, 0.00, -0.01], [-0.02, -0.01, 0.00], [-0.03, -0.04, -0.02], [0.06, 0.01, -0.05], [0.05, -0.06, 0.04], [0.00, 0.03, 0.03], [0.00, 0.04, 0.02], [0.00, 0.00, 0.00], [-0.01, 0.00, 0.01], [0.00, 0.00, 0.00], [0.04, 0.00, 0.00], [0.00, 0.02, 0.00], [-0.01, 0.00, 0.01], [0.01, 0.00, 0.01], [0.01, -0.01, 0.00], [-0.03, 0.00, -0.01], [-0.02, 0.00, -0.01], [0.00, 0.00, 0.01], [0.00, -0.01, 0.00], [-0.01, 0.00, 0.00], [-0.01, 0.01, -0.01], [0.01, -0.01, 0.01], [0.00, 0.00, 0.00], [0.00, 0.00, 0.00], [0.00, -0.01, 0.00], [0.00, -0.04, -0.01], [-0.10, 0.19, -0.04], [-0.15, -0.18, -0.01], [0.05, -0.09, 0.03], [-0.08, 0.01, 0.00], [0.01, -0.02, 0.01], [0.02, 0.05, -0.02], [-0.02, 0.05, -0.02], [0.00, 0.02, 0.00], [0.02, 0.00, -0.01], [0.00, 0.02, -0.01], [0.00, 0.00, 0.01], [0.02, 0.00, 0.00]], "lowdin_charge": [1.234, 0.135, -0.251, 0.114, -0.161, -0.012, -0.166, 0.121, -0.545, 0.150, -0.273, -0.522, 0.172, -0.269, 0.140, 0.151, 0.154, 0.176, -0.778, 0.681, 0.065, -0.264, -0.028, -0.053, -0.054, -0.054, -0.016, 0.094, 0.129, 0.144, 0.122, 0.116, 0.117, 0.115, 0.118, -0.497, 0.964, -0.350, -0.119, -0.057, -0.055, -0.049, -0.109, -0.359, -0.068, -0.053, -0.056, -0.066, -0.170, 1.071, -0.410, -0.101, -0.068, -0.070, -0.070, -0.113, -0.398, -0.110, -0.065, -0.073, -0.079, -0.106, 0.040, 0.034, 0.069, 0.117, 0.115, 0.122, 0.100, 0.091, 0.118, 0.116, 0.116, 0.084, 0.112, 0.114, 0.112, 0.109, 0.093, 0.111, 0.112, 0.110, 0.106, 0.090, 0.656, -0.684, 0.080, -0.013, -0.009, 0.004, -0.071, 0.163, 0.148, 0.128, 0.132, 0.111], "e_lumo_ev": [-6.38, -6.58], "spin_multiplicity": 3, "homo_lumo_gap_ev": [5.7, 5.5], "total_charge": 2, "e_tot_ev": -104538.220, "mol_weight_da": 924.833, "de_lowest_kcal_mol": 0.00}


Record 3
{"formula": "CHO3S3", "method": "ωB97M-V/def2-TZVPD", "species": ["C", "O", "O", "O", "S", "S", "S", "H"], "positions_angstrom": [[-0.0405, -0.6308, -0.6055], [-2.5306, -0.5692, 1.4003], [-1.1409, 1.7706, -0.6820], [-4.0430, -0.8032, -0.4678], [0.3485, -2.1462, -0.9815], [-1.2355, 0.3323, -1.2094], [-3.1301, 0.0906, 0.2680], [0.5628, -0.0826, 0.0987]], "forces_ev_per_angstrom": [[0.87, 0.52, 0.82], [0.23, 0.16, 0.80], [0.47, -0.67, -0.27], [0.42, 1.09, 0.47], [0.00, -1.29, -0.37], [-0.69, 1.83, -1.42], [-1.58, -1.93, -0.48], [0.27, 0.29, 0.44]], "lowdin_charge": [-1.105, -0.491, -0.708, -0.519, 0.506, 0.641, 0.663, 0.014], "smiles": "O=S([O-])#S(=O)C=S", "e_lumo_ev": 2.75, "homo_lumo_gap_ev": 6.8, "total_charge": -1, "e_tot_ev": -39701.649, "mol_weight_da": 157.217, "de_lowest_kcal_mol": 30.38}